# 1
DFT (wB97M-V/def2-TZVPD) results for a cluster of 2 separate species, C3H7ClNO3S in total at a distorted geometry.

Properties
Charge: -1
Kohn-Sham gap (spin up / spin down): 8.11 / 6.80 eV
Energy above the lowest of the compared OMol25 structures with the same formula, charge and spin: 3.099 eV
F_max: 0.072 Eh/bohr
Electronic energy: -1257.323213 Ha

The geometry in XYZ format:
```
16
Properties=species:S:1:pos:R:3:forces:R:3:mulliken_charge:R:1
C -1.228791 0.684902 -0.009399 -1.85 2.87 1.38 -1.15
C 0.041589 -0.418952 1.839794 2.44 2.33 -1.36 -1.23
C -0.193962 -0.348549 0.320840 -0.01 0.84 2.17 0.15
N 1.016428 -0.189442 -0.372353 1.41 1.10 0.82 -0.31
O -0.347639 -0.161208 -2.524966 -0.21 0.14 -0.48 -0.66
O 2.084577 -0.062521 -2.668638 -0.09 0.02 0.35 -0.63
O 0.957553 -2.035364 -1.653494 0.22 1.75 -0.36 -0.61
S 0.924088 -0.569063 -1.991299 0.37 -2.08 -0.91 1.18
Cl 1.517015 2.145445 0.694391 0.28 -0.43 -0.86 -0.34
H -1.007912 1.621292 0.559837 0.27 -0.66 -0.29 0.31
H -1.204938 0.996774 -1.027013 -0.02 -0.10 -0.68 0.40
H -2.321902 0.576912 0.274360 1.25 -1.04 -0.27 0.32
H 0.582508 0.566600 2.070721 -0.69 -1.57 -0.06 0.20
H 0.604918 -1.223721 2.266515 0.34 -0.67 -0.27 0.36
H -0.875596 -0.343550 2.273728 -2.70 -0.03 1.53 0.44
H -0.547937 -1.239555 -0.053023 -1.00 -2.48 -0.72 0.57
```
Forces are in eV/Å.



# 2
DFT (wB97M-V/def2-TZVPD) results for a cluster of 2 separate species, C3H7ClO in total at a distorted geometry.

Properties
Kohn-Sham gap: 8.05 eV
Energy above the lowest of the compared OMol25 structures with the same formula, charge and spin: 6.553 eV
F_max: 0.111 Eh/bohr
Electronic energy: -653.677770 Ha

The geometry in XYZ format:
```
12
Properties=species:S:1:pos:R:3:forces:R:3:mulliken_charge:R:1
C 1.236175 1.308402 0.091968 2.09 5.29 0.04 -0.96
C 0.799802 -0.100340 -0.176925 -0.90 -2.93 -0.29 0.25
C -0.526622 -0.589130 0.776214 1.80 0.13 -0.03 -0.41
H 0.704385 2.236861 -0.600325 1.11 -2.74 2.66 0.25
H 1.627271 1.616547 1.199658 -2.91 -0.85 -1.46 0.25
H 2.370210 1.612834 -0.016515 -1.59 -1.67 -1.80 0.30
H 0.320694 -0.450275 -1.154312 0.90 1.82 1.08 0.27
H 2.270090 -1.391999 -1.695616 -0.51 1.20 4.55 0.30
H -0.838820 -1.719338 0.828100 1.44 2.22 0.15 0.29
H -0.368309 -0.034488 1.773265 -0.90 -1.14 -1.43 0.28
O 1.973250 -0.903827 -0.048027 0.31 -1.77 -4.00 -0.60
Cl -1.819274 0.096875 -0.241034 -0.82 0.42 0.54 -0.21
```
Forces are in eV/Å.



# 3
DFT (wB97M-V/def2-TZVPD) results for an isolated molecule of C3H7ClO at a distorted geometry.

Properties
Kohn-Sham gap: 11.02 eV
Energy above the lowest of the compared OMol25 structures with the same formula, charge and spin: 1.119 eV
F_max: 0.092 Eh/bohr
Electronic energy: -653.877463 Ha

The geometry in XYZ format:
```
12
Properties=species:S:1:pos:R:3:forces:R:3:mulliken_charge:R:1
C 2.434783 -0.607479 -0.129576 0.10 -4.71 -0.39 -0.62
C 0.484002 0.400987 0.547425 1.27 -0.75 3.18 -0.39
C -0.620292 0.561874 -0.402054 -0.69 0.61 -3.60 -0.28
H 2.138187 -1.316647 0.726156 0.71 0.93 -0.80 0.26
H 2.096549 -1.214732 -1.039128 0.81 0.52 0.73 0.25
H 3.527892 -0.541364 -0.106762 -0.29 0.55 -0.19 0.26
H 0.346247 0.962227 1.561711 0.50 0.07 -2.04 0.29
H 0.577228 -0.608638 0.985784 -1.17 0.05 -0.49 0.26
H -0.953269 1.624355 -0.644281 0.76 -1.31 0.53 0.28
H -0.343587 0.065944 -1.406195 -0.04 1.03 1.51 0.20
O 1.748198 0.536439 -0.090180 -1.12 3.37 0.83 -0.31
Cl -2.068576 -0.317350 0.032317 -0.84 -0.36 0.72 -0.21
```
Forces are in eV/Å.



# 4
DFT (wB97M-V/def2-TZVPD) results for a structure of composition C3H7ClO at a distorted geometry.

Properties
Kohn-Sham gap: 9.37 eV
Energy above the lowest of the compared OMol25 structures with the same formula, charge and spin: 4.545 eV
F_max: 0.160 Eh/bohr
Electronic energy: -653.751575 Ha

The geometry in XYZ format:
```
12
Properties=species:S:1:pos:R:3:forces:R:3:mulliken_charge:R:1
C -0.067231 -0.698934 1.341223 -1.04 7.73 -0.39 -1.34
C -0.583685 -0.698902 -0.132439 6.96 -3.16 -0.98 0.54
C -0.342225 0.667020 -0.844901 2.09 -3.47 -1.33 -0.50
H 0.854459 -0.120076 1.490044 0.28 -2.09 -0.23 0.39
H -0.549171 0.243501 1.963079 -0.30 -2.28 -1.27 0.27
H -0.214275 -1.514140 1.884889 -0.52 -3.68 1.92 0.43
H 0.112588 -1.516597 -0.653551 0.73 2.88 0.90 0.05
H -1.463342 -2.595609 -0.926194 -0.69 5.41 3.01 0.40
H -0.520039 0.836208 -1.953245 0.96 -0.79 1.29 0.34
H -0.830930 1.353111 -0.371458 -3.77 4.03 2.51 0.30
O -1.634378 -1.494727 -0.256228 -5.21 -5.62 -2.94 -0.63
Cl 1.273210 1.156254 -0.092179 0.51 1.02 -2.48 -0.26
```
Forces are in eV/Å.



# 5
DFT (wB97M-V/def2-TZVPD) results for a structure of composition C3H7ClO at a distorted geometry.

Properties
Kohn-Sham gap: 10.42 eV
Energy above the lowest of the compared OMol25 structures with the same formula, charge and spin: 5.127 eV
F_max: 0.098 Eh/bohr
Electronic energy: -653.730162 Ha

The geometry in XYZ format:
```
12
Properties=species:S:1:pos:R:3:forces:R:3:mulliken_charge:R:1
C -1.608399 0.715474 1.418842 0.59 1.50 -0.23 -0.52
C -0.459215 -1.058513 0.342357 0.89 -3.08 0.03 -0.62
C 1.092287 -0.518173 0.209618 -3.49 2.27 1.71 -0.38
H -2.363660 0.363847 2.504744 2.55 1.25 -3.55 0.22
H -0.172485 0.890910 1.735404 -5.02 -0.02 -0.52 0.17
H -2.139403 1.894884 0.677998 1.73 -3.61 2.88 0.22
H -0.837356 -1.786769 -0.380336 1.41 0.09 -1.12 0.37
H -0.568670 -1.776380 1.180353 1.20 0.55 0.64 0.40
H 1.264954 0.108669 1.191440 -0.07 -0.73 -2.30 0.23
H 1.787032 -1.310164 0.332704 0.50 -0.87 -0.80 0.38
O -1.610312 -0.313226 0.383666 -0.38 3.78 1.72 -0.28
Cl 1.280238 0.546358 -1.302150 0.09 -1.14 1.53 -0.19
```
Forces are in eV/Å.



# 6
DFT (wB97M-V/def2-TZVPD) results for a structure of composition C3H7ClS2 at a distorted geometry.

Properties
Kohn-Sham gap: 8.15 eV
Energy above the lowest of the compared OMol25 structures with the same formula, charge and spin: 2.526 eV
F_max: 0.128 Eh/bohr
Electronic energy: -1374.963739 Ha

The geometry in XYZ format:
```
13
Properties=species:S:1:pos:R:3:forces:R:3:mulliken_charge:R:1
C -2.475737 -1.241194 0.925930 -0.12 -0.01 -0.04 -1.11
C -1.735080 -0.445683 -0.130589 -2.68 0.35 1.06 0.02
C 2.027873 -0.640558 0.162697 0.21 -0.03 -0.68 -0.13
H -2.243207 -0.874139 1.929932 -0.01 -0.01 -0.16 0.32
H -3.556988 -1.176590 0.777419 0.10 -0.07 0.06 0.33
H -2.179225 -2.294780 0.866553 -0.05 0.10 0.00 0.29
H -1.967390 -0.797219 -1.137351 0.04 0.01 0.01 0.30
H -0.651453 -0.492317 0.012529 -3.10 0.59 1.62 0.14
H 0.670147 0.583728 -1.247537 -0.24 0.08 0.16 0.22
H 2.208421 -1.618231 0.615647 -0.10 0.08 -0.04 0.29
S 0.627734 -0.700717 -0.858756 6.12 -1.17 -2.06 -0.22
S 2.992916 0.620939 0.467903 -0.14 -0.01 0.11 -0.23
Cl -2.183120 1.288860 -0.077163 -0.03 0.10 -0.04 -0.22
```
Forces are in eV/Å.



# 7
DFT (wB97M-V/def2-TZVPD) results for an isolated molecule of C3H7FN2O at a distorted geometry.

Properties
Kohn-Sham gap: 10.33 eV
Energy above the lowest of the compared OMol25 structures with the same formula, charge and spin: 1.630 eV
F_max: 0.037 Eh/bohr
Electronic energy: -403.049540 Ha

The geometry in XYZ format:
```
14
Properties=species:S:1:pos:R:3:forces:R:3:mulliken_charge:R:1
C 0.168008 1.047600 -0.374748 -1.37 0.61 -1.14 -0.56
C -0.329265 -0.333673 -0.025220 -0.04 -1.39 -0.36 0.59
C -1.777708 -0.561561 0.355662 1.19 0.83 0.84 -0.31
H 1.355107 1.495662 1.090371 0.68 0.13 0.11 0.26
H 2.087032 0.655583 -0.104138 -0.02 0.50 0.16 0.32
H -0.616115 1.774848 -0.034278 0.71 -0.52 -0.31 0.33
H 0.273292 1.199708 -1.460810 -0.88 -0.59 0.01 0.27
H -1.982327 -0.128319 1.349076 0.08 -0.31 -0.15 0.19
H -1.944147 -1.617178 0.328898 -0.39 -0.63 0.12 0.33
H 1.945303 -2.256810 -0.268982 0.13 0.29 -0.13 0.36
N 1.452234 1.434912 0.080782 0.99 -0.10 1.57 -0.64
N 0.288167 -1.462054 -0.060118 0.31 1.21 0.18 -0.46
O 1.666814 -1.334438 -0.355841 -0.51 -0.51 0.00 -0.41
F -2.586391 0.085726 -0.520652 -0.86 0.46 -0.91 -0.29
```
Forces are in eV/Å.



# 8
DFT (wB97M-V/def2-TZVPD) results for an isolated molecule of C3H7FO2 at a distorted geometry.

Properties
Kohn-Sham gap: 11.80 eV
Energy above the lowest of the compared OMol25 structures with the same formula, charge and spin: 0.313 eV
F_max: 0.071 Eh/bohr
Electronic energy: -368.816349 Ha

The geometry in XYZ format:
```
13
Properties=species:S:1:pos:R:3:forces:R:3:mulliken_charge:R:1
C -1.524030 0.725681 -0.392227 -2.56 2.05 1.56 -1.20
C 2.044896 -0.113236 -0.087168 -2.54 -2.23 0.97 -0.67
C -0.382216 -0.116116 0.068058 -0.07 -1.41 0.73 1.11
O -0.388700 -0.545671 1.419973 0.33 0.68 0.49 -0.57
O 0.783678 0.506993 -0.300195 -2.00 0.25 0.06 -0.38
F -0.557043 -1.351599 -0.592614 0.47 -0.07 -0.71 -0.35
H -1.815879 0.465825 -1.360178 0.21 -0.54 -1.87 0.38
H -2.531091 0.491637 0.133236 1.94 0.46 -0.15 0.26
H -1.369874 1.857740 -0.435099 0.09 -1.69 0.58 0.29
H 2.648178 0.575911 -0.595960 1.52 0.14 -0.94 0.26
H 1.878785 -1.208068 -0.535464 1.40 2.26 1.25 0.26
H 2.187791 0.017131 1.011450 0.57 -1.04 -0.77 0.27
H -0.974501 -1.306228 1.666194 0.63 1.14 -1.20 0.34
```
Forces are in eV/Å.



# 9
DFT (wB97M-V/def2-TZVPD) results for a cluster of 2 separate species, C3H7FSi in total at a distorted geometry.

Properties
Kohn-Sham gap: 8.38 eV
Energy above the lowest of the compared OMol25 structures with the same formula, charge and spin: 2.710 eV
F_max: 0.059 Eh/bohr
Electronic energy: -507.686860 Ha

The geometry in XYZ format:
```
12
Properties=species:S:1:pos:R:3:forces:R:3:mulliken_charge:R:1
C 1.461382 0.896676 -0.295184 1.47 0.51 -1.45 -0.47
C 1.012395 -0.322224 -0.630370 -0.85 0.56 0.68 -0.32
C -1.834241 0.427607 0.005379 0.10 -0.86 -2.36 -0.25
F -3.197362 0.387189 -0.339803 0.89 -0.45 0.34 -0.28
Si -0.602303 -1.069383 0.060450 0.04 0.29 3.01 0.05
H 2.337603 1.383724 -0.930612 -1.89 -1.03 1.62 0.19
H 1.034803 1.500282 0.512983 0.21 -0.23 -0.27 0.29
H 1.487831 -0.807936 -1.459192 0.24 -0.37 -0.32 0.35
H -1.690067 1.103480 0.800840 0.03 0.38 1.27 0.37
H -1.274112 0.851344 -0.831946 -0.56 0.73 -0.41 0.19
H -0.598319 -0.772879 2.417650 0.29 -0.79 -2.70 -0.05
H -0.867720 -2.485727 -0.524258 0.02 1.26 0.58 -0.07
```
Forces are in eV/Å.



The lowest F_max belongs to which entry?
C3H7FN2O